# 1
Below is a gas-phase ion, C5H12NO2 (charge +2), with properties calculated with ωB97M-V/def2-TZVPD.

```
! RIJCOSX wB97M-V def2-TZVPD def2/J DEFGRID3
* xyz 2 2
O -1.451 -1.982 -0.273
C -0.379 -1.734 0.117
O 0.868 -2.328 0.017
C -0.088 -0.315 0.716
C 1.087 0.364 -0.175
C 1.108 1.936 0.042
C 0.305 2.862 -0.826
N -1.377 0.489 0.495
H 0.717 -3.217 -0.582
H -0.004 -0.423 1.813
H 1.069 0.027 -1.178
H 2.026 -0.087 0.023
H 0.974 2.209 1.015
H 2.113 2.276 -0.042
H 0.323 2.478 -1.858
H 0.710 3.919 -0.807
H -0.742 3.029 -0.500
H -1.359 1.175 1.243
H -2.285 0.035 0.671
H -1.435 0.952 -0.457
*
```

The calculation puts the molar mass at 118.16 g/mol. The value obtained for the total energy is -10942.2329 eV. Its gap between HOMO and LUMO (spin up / spin down) is 11.813 / 4.707 eV. As for the expectation value of S²: 0.7585. Its energy above the lowest of the compared OMol25 structures with the same formula, charge and spin is 45.9 kcal per mole.



# 2
Below is 3 unconnected molecules or ions with the total composition C16H36BrN2, with properties calculated with ωB97M-V/def2-TZVPD.

```
! RIJCOSX wB97M-V def2-TZVPD def2/J DEFGRID3
* xyz 1 1
C 2.844 -0.076 1.766
C 3.144 -0.440 3.234
C 4.647 -0.286 3.463
N 5.128 -0.217 4.948
C 4.746 -1.465 5.875
C 6.713 -0.036 5.005
C 7.054 0.803 6.268
C 5.927 1.622 6.581
C 4.790 1.175 5.599
H 3.211 -0.839 1.079
H 3.316 0.843 1.420
H 1.767 -0.005 1.611
H 2.917 -1.460 3.544
H 2.616 0.179 3.959
H 4.948 0.637 2.967
H 5.142 -1.132 2.986
H 3.668 -1.473 6.041
H 5.268 -1.504 6.830
H 4.975 -2.379 5.328
H 6.987 -1.090 5.021
H 7.078 0.387 4.069
H 7.367 0.312 7.189
H 7.981 1.336 6.059
H 5.464 1.414 7.546
H 6.145 2.680 6.430
H 3.772 1.046 5.966
H 4.932 1.945 4.840
C -5.979 0.648 -7.934
C -6.096 0.278 -6.490
C -4.846 0.566 -5.645
N -4.859 0.057 -4.170
C -6.140 0.446 -3.445
C -3.609 0.579 -3.402
C -3.441 -0.470 -2.327
C -3.963 -1.736 -2.904
C -4.712 -1.395 -4.194
H -5.793 1.719 -8.011
H -6.888 0.466 -8.507
H -5.121 0.188 -8.423
H -6.594 -0.675 -6.310
H -6.775 0.981 -6.008
H -4.660 1.635 -5.547
H -3.905 0.356 -6.155
H -6.223 1.533 -3.452
H -6.258 0.096 -2.420
H -7.044 0.077 -3.929
H -3.611 1.646 -3.184
H -2.818 0.582 -4.151
H -3.829 -0.420 -1.309
H -2.394 -0.468 -2.021
H -4.663 -2.237 -2.236
H -3.165 -2.457 -3.080
H -5.623 -1.935 -4.453
H -3.934 -1.606 -4.927
Br 0.392 -0.432 -0.990
*
```

The calculation puts the molar mass at 336.38 g/mol. The value obtained for the total energy is -90189.6171 eV. Its gap between HOMO and LUMO is 6.174 eV. Its energy above the lowest of the compared OMol25 structures with the same formula, charge and spin is 83.8 kcal per mole.



# 3
Below is 8 unconnected molecules or ions with the total composition C19H57BNO10S8, with properties calculated with ωB97M-V/def2-TZVPD.

```
! RIJCOSX wB97M-V def2-TZVPD def2/J DEFGRID3
* xyz -1 1
N 2.315 -3.245 2.581
C 2.941 -2.278 1.560
B 1.943 -2.073 0.241
C 1.759 -0.480 -0.195
C 0.153 -0.022 -0.282
C -0.555 0.015 1.196
C -2.178 -0.216 1.199
S -2.777 -1.685 0.205
O -3.113 -1.128 -1.233
O -4.033 -2.400 0.842
O -1.617 -2.913 -0.032
H 1.825 -4.021 2.082
H 3.028 -3.588 3.262
H 4.019 -2.667 1.251
H 3.007 -1.229 2.125
H 2.209 -2.786 -0.663
H 0.862 -2.422 0.618
H 2.241 0.260 0.585
H 2.312 -0.292 -1.234
H 0.147 1.087 -0.691
H -0.390 -0.683 -1.080
H -0.376 1.115 1.623
H -0.094 -0.714 1.989
H -2.479 -0.437 2.333
H -2.779 0.778 0.924
H -1.174 -2.711 -0.919
C -0.971 -7.188 -2.739
S -1.161 -5.398 -2.922
O -0.533 -4.754 -1.722
C -2.953 -5.378 -2.675
H 0.091 -7.435 -2.820
H -1.343 -7.506 -1.762
H -1.522 -7.696 -3.534
H -3.201 -5.809 -1.702
H -3.437 -5.947 -3.472
H -3.297 -4.342 -2.711
C -1.049 3.728 -2.200
S 0.534 3.720 -1.324
O 0.238 3.614 0.142
C 0.945 5.447 -1.672
H -1.514 2.746 -2.086
H -1.706 4.491 -1.777
H -0.878 3.926 -3.261
H 0.163 6.103 -1.282
H 1.049 5.587 -2.751
H 1.893 5.684 -1.184
C 4.172 4.402 0.908
S 5.175 5.433 -0.189
O 4.690 5.207 -1.590
C 6.703 4.488 0.018
H 3.149 4.786 0.907
H 4.171 3.369 0.551
H 4.575 4.448 1.922
H 6.544 3.450 -0.283
H 7.021 4.531 1.062
H 7.476 4.933 -0.614
C -6.050 -2.926 -3.810
S -5.748 -4.172 -5.087
O -4.409 -3.879 -5.696
C -7.011 -3.569 -6.233
H -5.339 -3.083 -2.996
H -5.910 -1.925 -4.225
H -7.068 -3.034 -3.428
H -6.810 -2.528 -6.497
H -7.997 -3.656 -5.770
H -6.982 -4.183 -7.137
C 7.409 -3.997 5.706
S 5.631 -4.214 5.454
O 5.381 -4.215 3.975
C 5.156 -2.586 6.085
H 7.923 -4.889 5.342
H 7.761 -3.124 5.149
H 7.614 -3.870 6.771
H 5.649 -1.803 5.505
H 5.437 -2.507 7.138
H 4.073 -2.479 5.992
C 6.640 8.436 1.709
S 5.912 8.483 3.364
O 5.193 7.184 3.577
C 4.667 9.738 2.982
H 7.430 7.682 1.697
H 5.877 8.173 0.972
H 7.069 9.413 1.471
H 4.027 9.393 2.166
H 5.162 10.670 2.702
H 4.058 9.907 3.873
C -8.491 -2.262 -0.834
S -10.269 -2.480 -1.085
O -10.519 -2.480 -2.564
C -10.744 -0.852 -0.454
H -7.977 -3.155 -1.197
H -8.139 -1.390 -1.390
H -8.286 -2.136 0.232
H -10.251 -0.068 -1.034
H -10.463 -0.773 0.599
H -11.827 -0.745 -0.548
*
```

The calculation puts the molar mass at 727.01 g/mol. The value obtained for the total energy is -129941.4813 eV. Its gap between HOMO and LUMO is 5.830 eV.



# 4
Below is C3H6N4OS in the gas phase, with properties calculated with ωB97M-V/def2-TZVPD.

```
! RIJCOSX wB97M-V def2-TZVPD def2/J DEFGRID3
* xyz 0 1
C 1.990 0.197 0.113
C -0.598 0.469 0.522
C -2.315 -1.396 0.113
N 1.283 -0.835 0.245
N 1.406 1.494 0.109
N 0.120 1.517 0.243
N 3.326 0.130 -0.063
O -2.830 1.029 -0.773
S -2.370 0.392 0.486
H -1.328 -1.891 0.094
H -2.781 -1.663 -0.882
H -2.845 -2.064 0.773
H -0.236 2.392 0.036
H 3.506 -0.759 -0.531
H 3.673 0.988 -0.485
*
```

The calculation puts the molar mass at 146.18 g/mol. The value obtained for the total energy is -22044.9971 eV. Its gap between HOMO and LUMO (spin up / spin down) is 7.557 / 7.389 eV. Its energy above the lowest of the compared OMol25 structures with the same formula, charge and spin is 99.3 kcal per mole.



# 5
Below is a molecular structure, C6H14NO, with properties calculated with ωB97M-V/def2-TZVPD.

```
! RIJCOSX wB97M-V def2-TZVPD def2/J DEFGRID3
* xyz -1 1
C 4.368 -0.154 0.494
C 3.056 -0.554 -0.258
N 1.883 -0.089 0.470
C 0.642 -0.506 -0.151
C -3.632 1.615 0.247
C -3.176 0.201 0.582
C -2.691 -0.584 -0.573
O -2.383 -1.853 -0.719
H 4.360 0.942 0.585
H 5.326 -0.461 -0.015
H 4.337 -0.577 1.493
H 3.114 -1.659 -0.342
H 3.169 -0.127 -1.275
H 0.529 -0.105 -1.243
H -0.219 -0.139 0.410
H 0.495 -1.639 -0.160
H -4.596 1.629 -0.335
H -2.741 1.986 -0.439
H -3.717 2.294 1.109
H -3.242 -0.284 1.577
H -2.900 -0.034 -1.536
H -1.984 0.097 0.080
*
```

The calculation puts the molar mass at 116.18 g/mol. The value obtained for the total energy is -9981.5589 eV. Its gap between HOMO and LUMO is 4.207 eV. Its energy above the lowest of the compared OMol25 structures with the same formula, charge and spin is 116.8 kcal per mole.



# 6
Below is a molecular structure, C31H26N9O2PbSe, with properties calculated with ωB97M-V/def2-TZVPD.

```
! RIJCOSX wB97M-V def2-TZVPD def2/J DEFGRID3
* xyz 3 1
Pb 11.142 13.453 11.637
C 8.167 14.683 9.970
C 9.349 15.238 9.237
C 10.260 14.233 8.625
C 9.824 13.582 7.453
C 10.709 12.674 6.833
C 11.904 12.409 7.446
C 12.280 13.159 8.566
N 11.400 13.928 9.225
N 8.190 14.799 11.477
C 7.256 13.936 12.153
C 8.108 11.882 13.016
C 7.289 10.787 13.406
C 7.510 10.171 14.610
C 8.554 10.677 15.423
C 9.263 11.796 14.998
N 9.049 12.386 13.807
C 8.228 16.198 12.018
C 9.502 16.504 12.723
C 9.583 17.255 13.924
C 10.783 17.606 14.482
C 11.972 17.235 13.843
C 11.853 16.626 12.614
N 10.693 16.226 12.122
H 7.960 13.614 9.876
H 7.281 15.209 9.683
H 9.896 15.865 9.954
H 9.035 15.867 8.429
H 8.821 13.731 7.038
H 10.506 12.213 5.830
H 12.550 11.564 7.134
H 13.237 13.048 9.026
H 6.203 14.023 11.751
H 7.301 14.204 13.194
H 6.581 10.487 12.618
H 6.893 9.367 14.982
H 8.898 10.188 16.304
H 10.034 12.226 15.623
H 7.384 16.220 12.719
H 7.945 16.836 11.203
H 8.665 17.550 14.406
H 10.843 18.087 15.445
H 12.938 17.376 14.263
H 12.744 16.361 12.047
Se 14.996 6.319 12.413
N 15.238 8.050 13.163
C 14.431 8.855 12.498
C 14.357 10.269 12.742
C 15.296 10.927 13.574
C 15.095 12.282 13.860
C 14.095 12.928 13.124
N 13.260 12.385 12.281
C 13.350 11.014 12.099
C 12.353 10.390 11.202
N 11.293 11.133 10.709
C 10.375 10.430 10.019
C 10.397 9.067 9.804
C 11.494 8.339 10.144
C 12.487 9.015 10.865
C 13.575 8.252 11.435
N 13.758 6.997 11.110
H 16.117 10.365 13.968
H 15.603 12.810 14.659
H 13.985 14.005 13.315
H 9.523 11.017 9.668
H 9.512 8.628 9.307
H 11.629 7.290 10.067
O 2.984 9.332 13.672
N 3.978 10.028 13.690
O 7.714 12.569 11.899
*
```

The calculation puts the molar mass at 842.77 g/mol. The value obtained for the total energy is -120638.4946 eV. Its gap between HOMO and LUMO (spin up / spin down) is 1.553 / 1.558 eV. Its energy above the lowest of the compared OMol25 structures with the same formula, charge and spin is 13.4 kcal per mole.



# 7
Below is a gas-phase ion, C28H25N2O2 (charge +1), with properties calculated with ωB97M-V/def2-TZVPD.

```
! RIJCOSX wB97M-V def2-TZVPD def2/J DEFGRID3
* xyz 1 1
C -5.130 -2.586 -1.998
C -4.008 -1.733 -1.469
C -3.916 -0.414 -1.915
C -2.915 0.431 -1.451
C -1.958 -0.040 -0.539
C -0.816 0.873 -0.131
C 0.470 0.693 -0.928
C 0.929 -0.561 -1.338
C 2.303 -0.757 -1.546
C 3.145 0.332 -1.309
O 4.466 0.200 -0.890
C 5.314 -0.692 -1.560
C 6.278 -0.123 -2.397
C 7.005 -0.959 -3.238
C 6.823 -2.346 -3.177
C 5.945 -2.902 -2.241
C 5.161 -2.073 -1.433
C 2.651 1.641 -1.251
C 1.297 1.818 -1.043
C -2.049 -1.351 -0.072
C -3.065 -2.197 -0.545
H -5.030 -3.633 -1.703
H -6.093 -2.219 -1.620
H -5.186 -2.542 -3.093
H -4.635 -0.060 -2.658
H -2.852 1.466 -1.795
H -1.162 1.909 -0.240
H 0.231 -1.391 -1.453
H 2.708 -1.734 -1.804
H 6.387 0.963 -2.422
H 7.711 -0.515 -3.942
H 7.364 -2.992 -3.871
H 5.850 -3.984 -2.145
H 4.419 -2.483 -0.744
H 3.342 2.479 -1.283
H 0.874 2.818 -0.935
H -1.318 -1.722 0.649
H -3.104 -3.232 -0.201
C -5.015 3.112 2.851
O -4.185 2.597 3.910
C -3.011 1.963 3.673
C -2.537 1.589 2.386
C -1.266 1.049 2.349
C -0.510 0.816 3.475
C -0.965 1.128 4.744
C -2.222 1.707 4.837
N 0.720 0.318 3.050
C 0.727 0.246 1.716
N -0.444 0.695 1.254
H -5.857 3.548 3.396
H -4.495 3.890 2.275
H -5.366 2.304 2.194
H -3.112 1.717 1.464
H -0.346 0.921 5.611
H -2.645 1.997 5.793
H 1.504 0.046 3.628
H 1.588 -0.026 1.122
*
```

The calculation puts the molar mass at 421.52 g/mol. The value obtained for the total energy is -36510.8393 eV. Its gap between HOMO and LUMO is 8.365 eV. As for the structure (SMILES): COc1ccc2[nH]c[n+]([C@H](c3ccc(C)cc3)c3ccc(Oc4ccccc4)cc3)c2c1. Its energy above the lowest of the compared OMol25 structures with the same formula, charge and spin is 0.0 kcal per mole.



# 8
Below is C4H5N in the gas phase, with properties calculated with ωB97M-V/def2-TZVPD.

```
! RIJCOSX wB97M-V def2-TZVPD def2/J DEFGRID3
* xyz 0 1
C 1.101 2.188 0.106
C 0.718 1.043 0.190
C 0.017 -0.291 0.412
C -0.811 -0.845 -0.777
N 0.300 -0.762 1.561
H 1.434 3.142 0.047
H -1.745 -0.488 -0.651
H -0.759 -1.999 -0.974
H -0.369 -0.299 -1.631
H 0.114 -1.688 1.715
*
```

The calculation puts the molar mass at 67.09 g/mol. The value obtained for the total energy is -5715.9235 eV. Its gap between HOMO and LUMO is 10.761 eV. As for the structure (SMILES): [H]/N=C(\C)C#C. Its energy above the lowest of the compared OMol25 structures with the same formula, charge and spin is 67.4 kcal per mole.



# 9
Below is C5H8O in the gas phase, with properties calculated with ωB97M-V/def2-TZVPD.

```
! RIJCOSX wB97M-V def2-TZVPD def2/J DEFGRID3
* xyz 0 1
O 1.219 0.366 1.947
C 0.783 -0.807 1.512
C -0.594 -0.558 0.927
C -0.312 -0.181 -0.520
C -0.232 1.292 -0.813
C -0.074 -1.118 -1.438
H 2.124 0.235 2.266
H -1.131 0.253 1.438
H -1.178 -1.481 0.977
H -1.232 1.744 -0.794
H 0.213 1.484 -1.794
H 0.365 1.804 -0.049
H -0.124 -2.177 -1.195
H 0.173 -0.857 -2.464
*
```

The calculation puts the molar mass at 84.12 g/mol. The value obtained for the total energy is -7359.1088 eV. Its gap between HOMO and LUMO is 9.471 eV. Its energy above the lowest of the compared OMol25 structures with the same formula, charge and spin is 72.6 kcal per mole.